A.
This record from the OMol25 dataset describes a molecular structure, C2H9N4. The level of theory is ωB97M-V/def2-TZVPD.

HOMO level = -13.9 eV
Charge = +1

Cartesian coordinates (Å):
C (-1.544, 0.807, 0.393)
C (0.842, -1.600, -0.556)
N (-1.290, 0.023, 1.436)
N (-0.661, 1.426, -0.260)
N (1.342, -0.229, -0.764)
N (1.047, 0.719, 0.061)
H (-2.545, 1.039, 0.311)
H (0.984, -1.725, 0.496)
H (-0.186, -1.624, -0.845)
H (1.523, -2.200, -1.012)
H (-1.837, -0.401, 2.156)
H (-0.687, 2.051, -1.094)
H (1.689, 0.087, -1.627)
H (-0.269, 0.093, 1.453)
H (1.592, 1.535, -0.149)

Partial atomic charges computed with the natural (NBO) method, in multiples of e: 0.3559, -0.4149, -0.7670, -0.5762, -0.3012, -0.2374, 0.2044, 0.2200, 0.2158, 0.2350, 0.4499, 0.4350, 0.3761, 0.4192, 0.3853

B.
This record from the OMol25 dataset describes 2 unconnected molecules or ions with the total composition C2H9N4. The level of theory is ωB97M-V/def2-TZVPD.

HOMO level = -13.5 eV
Charge = +1

Cartesian coordinates (Å):
C (-0.223, 2.147, 0.522)
N (0.908, 1.730, 0.922)
H (-1.005, 1.424, 0.312)
H (-0.391, 3.211, 0.401)
H (1.639, 2.396, 1.154)
H (1.149, 0.700, 0.865)
N (-1.403, -1.094, 0.171)
C (-0.185, -1.002, -0.494)
N (0.951, -1.022, 0.343)
N (-0.021, -0.788, -1.731)
H (-2.165, -1.378, -0.430)
H (-1.391, -1.564, 1.060)
H (0.870, -1.698, 1.096)
H (1.763, -1.255, -0.230)
H (-0.912, -0.742, -2.214)

Partial atomic charges computed with the natural (NBO) method, in multiples of e: 0.1451, -0.5889, 0.2409, 0.2279, 0.4326, 0.4626, -0.8542, 0.5439, -0.8756, -0.7095, 0.4098, 0.3929, 0.3963, 0.4255, 0.3507

Energy relative to the most stable one, in kcal/mol: A 64.8; B 0.0

A.
This record from the OMol25 dataset describes a molecular structure, C2H9N4. The level of theory is ωB97M-V/def2-TZVPD.

HOMO level = -14.1 eV
Charge = +1

Cartesian coordinates (Å):
C (0.283, 0.419, -0.344)
C (-0.964, -0.377, -0.074)
N (1.634, -0.939, -0.103)
N (-0.810, -1.529, 0.394)
N (-2.028, 0.478, -0.229)
N (0.797, 1.430, 0.455)
H (0.475, 0.685, -1.337)
H (1.911, -1.405, -0.950)
H (2.162, -0.225, 0.454)
H (-1.686, -2.122, 0.719)
H (1.346, -1.678, 0.482)
H (-1.744, 1.341, -0.579)
H (-2.907, 0.194, -0.436)
H (0.721, 1.418, 1.499)
H (0.811, 2.311, 0.049)

Partial atomic charges computed with the natural (NBO) method, in multiples of e: 0.1976, 0.3678, -0.8233, -0.7077, -0.7732, -0.8074, 0.2213, 0.4309, 0.4350, 0.3941, 0.4373, 0.3816, 0.4110, 0.4208, 0.4142

B.
This record from the OMol25 dataset describes a molecular structure, C2H9N4. The level of theory is ωB97M-V/def2-TZVPD.

HOMO level = -14.2 eV
Charge = +1

Cartesian coordinates (Å):
C (-1.239, -0.036, 0.039)
C (1.667, 0.043, 0.474)
N (-2.314, 0.687, -0.249)
N (-1.336, -1.307, 0.365)
N (2.493, 0.045, -0.566)
N (-0.055, 0.582, -0.038)
H (1.522, -0.880, 1.028)
H (1.673, 0.774, 1.269)
H (-3.354, 0.572, -0.493)
H (-2.111, 1.556, -0.611)
H (-2.206, -1.865, 0.524)
H (-0.407, -1.707, 0.229)
H (2.629, -0.779, -1.279)
H (3.092, 0.776, -0.662)
H (-0.054, 1.539, -0.030)

Partial atomic charges computed with the natural (NBO) method, in multiples of e: 0.6556, 0.0342, -0.7885, -0.7805, -0.7741, -0.6968, 0.1987, 0.2330, 0.4489, 0.3946, 0.4501, 0.4137, 0.4271, 0.4019, 0.3821

Energy relative to the most stable one, in kcal/mol: A 12.8; B 0.0

A.
This record from the OMol25 dataset describes CHClFNO2 in the gas phase. The level of theory is ωB97M-V/def2-TZVPD.

HOMO level = -11.2 eV
Structure (SMILES) = O=[N+]([O-])[C@@H](F)Cl
Charge = 0

Cartesian coordinates (Å):
O (0.821, 0.855, 1.396)
N (0.701, 0.548, 0.275)
O (1.276, 0.994, -0.637)
C (-0.575, -0.374, -0.182)
F (-0.330, -0.603, -1.478)
Cl (-0.547, -1.802, 0.799)
H (-1.346, 0.381, -0.172)

Partial atomic charges computed with the natural (NBO) method, in multiples of e: -0.3538, 0.5263, -0.3408, 0.2118, -0.3008, 0.0513, 0.2060

B.
This record from the OMol25 dataset describes 2 unconnected molecules or ions with the total composition CHClFNO2. The level of theory is ωB97M-V/def2-TZVPD.

HOMO level (spin up / spin down) = -11.4 / -10.0 eV
Charge = 0

Cartesian coordinates (Å):
C (0.290, -1.085, -1.405)
N (1.662, -1.150, -0.972)
O (2.435, -0.387, -1.471)
O (1.986, -2.092, -0.163)
F (-0.184, -0.230, -2.319)
Cl (-0.613, -2.433, -1.270)
H (0.247, 0.527, 0.214)

Partial atomic charges computed with the natural (NBO) method, in multiples of e: 0.3834, 0.4131, -0.3230, -0.3956, -0.2741, 0.1686, 0.0275

Energy relative to the most stable one, in kcal/mol: A 0.0; B 97.4